Record 1
C6H13NO | ωB97M-V/def2-TZVPD

The LUMO energy comes out at 0.96 eV. For the max |F|, the calculation gives 0.028 Eh/bohr. The value obtained for the relative energy (zero: lowest compared OMol25 entry of this formula, charge and spin) is 2.267 eV. Its SMILES is CN(C)CCCC=O.

Element x y z (Å)
C: -0.31109 1.13254 -0.71473
C: 0.96808 1.95825 -0.98339
C: 1.55745 2.54727 0.25784
O: 0.97963 2.91632 1.23560
C: -0.07334 -0.42403 -0.74808
N: -0.48154 -1.09198 0.45711
C: 0.41197 -1.97094 1.18959
C: -1.88348 -1.46250 0.46581
H: -1.11254 1.33578 -1.43197
H: -0.79218 1.39564 0.22646
H: 1.70656 1.24070 -1.35177
H: 0.93639 2.68793 -1.79464
H: 2.66857 2.60880 0.19640
H: 0.99025 -0.62148 -0.87666
H: -0.69456 -0.80737 -1.56890
H: 1.20400 -2.34854 0.52291
H: 0.91951 -1.50207 2.02721
H: -0.12947 -2.84859 1.53498
H: -2.18300 -1.90904 -0.49725
H: -2.53029 -0.60573 0.66575
H: -2.15093 -2.23095 1.18776

natural (NBO) atomic charges, in units of e: atom 1 (C): -0.425, atom 2 (C): -0.523, atom 3 (C): 0.455, atom 4 (O): -0.512, atom 5 (C): -0.196, atom 6 (N): -0.465, atom 7 (C): -0.391, atom 8 (C): -0.405, atom 9 (H): 0.205, atom 10 (H): 0.237, atom 11 (H): 0.212, atom 12 (H): 0.245, atom 13 (H): 0.090, atom 14 (H): 0.186, atom 15 (H): 0.175, atom 16 (H): 0.176, atom 17 (H): 0.187, atom 18 (H): 0.193, atom 19 (H): 0.165, atom 20 (H): 0.191, atom 21 (H): 0.201



Record 2
N2O6P | ωB97M-V/def2-TZVPD

The LUMO energy comes out at 3.43 eV. The total charge is -1. For the max |F|, the calculation gives 0.157 Eh/bohr. The value obtained for the relative energy (zero: lowest compared OMol25 entry of this formula, charge and spin) is 3.378 eV. Its SMILES is O=[N+]([O-])P(=O)([O-])[N+](=O)[O-].

Element x y z (Å)
N: 1.27699 -0.31176 -0.00349
N: -1.31965 -0.49054 0.35266
O: 0.97042 -1.47327 -0.21965
O: -1.48785 -0.79238 1.50801
O: -0.05826 1.95206 0.87055
O: 2.36097 0.12575 0.19575
O: -1.91194 -0.86945 -0.58079
O: 0.23977 1.07216 -2.02217
P: -0.07046 0.78743 -0.10087

natural (NBO) atomic charges, in units of e: atom 1 (N): 0.266, atom 2 (N): 0.312, atom 3 (O): -0.410, atom 4 (O): -0.400, atom 5 (O): -1.042, atom 6 (O): -0.350, atom 7 (O): -0.339, atom 8 (O): -0.970, atom 9 (P): 1.934



Record 3
CHClFO3 | ωB97M-V/def2-TZVPD

The LUMO energy (alpha / beta) comes out at -10.24 / -8.85 eV. The total charge is +1. For the max |F|, the calculation gives 0.036 Eh/bohr. The value obtained for the relative energy (zero: lowest compared OMol25 entry of this formula, charge and spin) is 1.194 eV.

Element x y z (Å)
C: 0.25946 0.91456 0.46954
O: 0.81560 -1.27645 1.14658
O: 0.39907 1.32239 1.52555
O: 0.62504 -0.55539 0.19461
F: 0.06324 1.44457 -0.71244
Cl: -1.07837 -1.52419 -1.01078
H: -1.08404 -0.32550 -1.61305

natural (NBO) atomic charges, in units of e: atom 1 (C): 1.031, atom 2 (O): 0.160, atom 3 (O): -0.338, atom 4 (O): -0.006, atom 5 (F): -0.231, atom 6 (Cl): 0.073, atom 7 (H): 0.310



Record 4
C4H6N2O | ωB97M-V/def2-TZVPD

The LUMO energy comes out at 0.89 eV. For the max |F|, the calculation gives 0.024 Eh/bohr. The value obtained for the relative energy (zero: lowest compared OMol25 entry of this formula, charge and spin) is 3.189 eV. Its SMILES is [H]/N=C(\O)N=C=CC.

Element x y z (Å)
C: -0.20999 -2.06545 -1.02106
C: 0.25071 0.01610 -0.47608
C: -0.72550 -0.61397 -1.03253
N: -0.89880 1.29281 1.23361
C: 0.35461 1.38842 1.11323
O: 1.07538 2.40314 1.61434
N: 1.11083 0.55031 0.23721
H: -0.67941 -2.71482 -0.28476
H: 0.87811 -2.12239 -0.84448
H: -0.34784 -2.44749 -2.02477
H: -1.51147 -0.13832 -1.63187
H: -1.23733 2.08338 1.76256
H: 1.99999 2.30539 1.35336

natural (NBO) atomic charges, in units of e: atom 1 (C): -0.592, atom 2 (C): 0.545, atom 3 (C): -0.394, atom 4 (N): -0.747, atom 5 (C): 0.669, atom 6 (O): -0.670, atom 7 (N): -0.590, atom 8 (H): 0.215, atom 9 (H): 0.222, atom 10 (H): 0.224, atom 11 (H): 0.266, atom 12 (H): 0.356, atom 13 (H): 0.497



Record 5
C2H3ClN | ωB97M-V/def2-TZVPD

The LUMO energy comes out at -5.83 eV. The total charge is +1. For the max |F|, the calculation gives 0.094 Eh/bohr. The value obtained for the relative energy (zero: lowest compared OMol25 entry of this formula, charge and spin) is 0.112 eV. Its SMILES is C#[N+]CCl.

Element x y z (Å)
C: 1.32373 -1.08996 -0.00866
C: -0.53874 0.57799 0.08040
N: 0.47855 -0.35212 0.04285
Cl: -2.30767 -0.04426 -0.05744
H: 2.10380 -1.71956 -0.19919
H: -0.58473 1.27053 0.87730
H: -0.47494 1.35738 -0.73527

natural (NBO) atomic charges, in units of e: atom 1 (C): 0.517, atom 2 (C): -0.290, atom 3 (N): -0.167, atom 4 (Cl): 0.052, atom 5 (H): 0.289, atom 6 (H): 0.295, atom 7 (H): 0.304



Record 6
C49H62BBrCsI2N14O2S2Sb | ωB97M-V/def2-TZVPD

The LUMO energy comes out at 3.45 eV. The total charge is -2. For the max |F|, the calculation gives 0.047 Eh/bohr. The value obtained for the relative energy (zero: lowest compared OMol25 entry of this formula, charge and spin) is 0.000 eV.

Element x y z (Å)
Cs: -0.29435 -0.34286 0.57789
C: 3.18957 0.35871 3.78804
C: 3.79172 -0.66322 2.87994
C: 5.15404 -0.95033 2.67536
C: 5.15987 -1.97250 1.75108
C: 6.33847 -2.64988 1.13380
N: 3.87072 -2.25664 1.44291
N: 3.02968 -1.44341 2.13313
B: 3.39592 -3.48651 0.63363
N: 3.26095 -3.20847 -0.89357
N: 2.26175 -2.43566 -1.38852
C: 2.36974 -2.48651 -2.71014
C: 1.36968 -1.79438 -3.56926
C: 3.45216 -3.29693 -3.08828
C: 3.98796 -3.74652 -1.89785
C: 5.14551 -4.67505 -1.70835
N: 2.12402 -4.14271 1.20248
N: 0.95936 -3.47689 1.43825
C: 0.11013 -4.36740 1.92039
C: -1.27795 -3.98224 2.30962
C: 0.71003 -5.63989 1.99853
C: 1.99323 -5.45091 1.53259
C: 3.07936 -6.46906 1.39156
H: 3.94839 0.78980 4.44401
H: 2.40316 -0.07753 4.40622
H: 2.74004 1.17523 3.22663
H: 6.01356 -0.47650 3.12586
H: 7.25106 -2.30961 1.62539
H: 6.42593 -2.41310 0.06984
H: 6.28268 -3.73619 1.22333
H: 4.27053 -4.30966 0.71662
H: 0.83369 -1.06492 -2.96099
H: 0.63224 -2.49095 -3.98010
H: 1.83825 -1.27389 -4.40668
H: 3.79203 -3.53819 -4.08484
H: 5.49811 -5.00574 -2.68633
H: 4.87045 -5.55618 -1.12678
H: 5.97970 -4.19859 -1.19194
H: -1.56192 -3.02463 1.87179
H: -1.38119 -3.87629 3.39110
H: -2.00459 -4.73279 1.98716
H: 0.27575 -6.56322 2.35236
H: 2.70667 -7.43684 1.73171
H: 3.96081 -6.21312 1.98189
H: 3.40547 -6.57874 0.35465
Br: -2.37047 7.91024 -0.10563
C: -1.08769 7.42495 1.20414
C: -1.39299 6.43461 2.12315
C: -0.45222 6.09190 3.08547
C: 0.76962 6.75464 3.12380
C: 1.04846 7.76136 2.20946
C: 0.12773 8.08726 1.22563
N: 1.77917 6.59062 4.14977
N: 2.09438 5.49124 4.61756
C: 1.50616 4.27345 4.13185
C: 0.81726 3.51199 5.03253
C: 0.10323 2.36557 4.63932
C: 0.12169 1.94604 3.31876
O: -0.51743 0.92010 2.83399
C: 0.95696 2.67471 2.38106
N: 1.04839 2.17956 1.12417
C: 1.81690 2.78524 0.26346
C: 2.62534 3.89594 0.58820
C: 2.52309 4.42864 1.84000
C: 1.65352 3.83243 2.78459
H: -2.33191 5.89815 2.08355
H: -0.68855 5.29705 3.78078
H: 1.98953 8.29180 2.28462
H: 0.34245 8.85871 0.49826
H: 0.78614 3.83425 6.06716
H: -0.46313 1.80570 5.36905
H: 1.83837 2.36940 -0.74222
H: 3.29403 4.31244 -0.15394
H: 3.10759 5.29230 2.12580
I: -1.69441 -0.56518 4.08309
I: -3.15628 -2.46639 5.63866
C: -5.83031 -2.16598 2.50048
N: -5.53316 -0.74832 2.50404
C: -5.35304 0.03514 3.63600
C: -4.96189 1.25099 3.21064
N: -4.92090 1.20317 1.83490
C: -5.26510 -0.02347 1.38547
S: -5.33772 -0.52338 -0.22278
H: -6.46272 -2.39850 3.35614
H: -4.91001 -2.74748 2.57424
H: -6.34085 -2.40767 1.57170
H: -5.45777 -0.37105 4.62683
H: -4.67053 2.13317 3.75204
H: -4.52147 1.93592 1.25913
O: -3.30122 3.55284 1.31992
S: -2.01199 3.00731 0.77751
N: -1.92272 1.75255 0.04200
N: -5.71902 -5.51427 -0.59103
C: -4.63431 -5.14817 -0.71010
C: -3.26866 -4.73594 -0.87858
C: -2.26092 -5.69296 -1.01154
C: -0.96240 -5.25638 -1.15951
C: -0.71468 -3.88595 -1.16776
N: -1.67420 -2.96945 -1.04946
C: -2.93114 -3.38452 -0.89957
H: -2.50577 -6.74696 -0.98507
H: -0.13359 -5.94715 -1.23179
H: 0.29901 -3.50650 -1.24895
H: -3.69664 -2.62044 -0.77825
C: 1.79464 2.05797 -4.06624
C: 0.46226 1.60153 -4.65940
C: 0.02715 2.52689 -5.78885
Sb: -0.91517 1.16025 -3.00638
C: -2.14440 -0.30156 -4.04276
C: -2.35382 -0.12094 -5.54043
C: -3.45751 -0.46347 -3.28573
C: -2.17800 2.91431 -3.01771
C: -3.05601 3.21406 -4.22441
C: -1.31636 4.11459 -2.62938
H: 2.55648 2.19510 -4.84420
H: 2.18323 1.34018 -3.33898
H: 1.68815 3.01672 -3.54650
H: 0.60997 0.60321 -5.08734
H: -0.12449 3.55151 -5.43948
H: -0.90255 2.20567 -6.26143
H: 0.79960 2.56801 -6.56886
H: -1.55691 -1.21345 -3.89065
H: -2.88136 0.80704 -5.77343
H: -2.95694 -0.94528 -5.94192
H: -1.40896 -0.10675 -6.09078
H: -4.09085 0.42515 -3.36743
H: -3.29430 -0.62279 -2.21788
H: -4.03384 -1.31276 -3.67287
H: -2.82714 2.69137 -2.16582
H: -2.47481 3.40927 -5.12848
H: -3.66150 4.10839 -4.02974
H: -3.74719 2.39853 -4.44409
H: -0.63499 4.40593 -3.43555
H: -0.71530 3.91158 -1.73819
H: -1.94265 4.98546 -2.40197

Here are the Mulliken charges for atoms 1 to 99, given in e: atom 1 (Cs): 0.938, atom 2 (C): -0.810, atom 3 (C): 0.726, atom 4 (C): -1.489, atom 5 (C): 0.954, atom 6 (C): -1.359, atom 7 (N): 1.225, atom 8 (N): -0.653, atom 9 (B): -1.142, atom 10 (N): 1.165, atom 11 (N): -0.319, atom 12 (C): 0.744, atom 13 (C): -0.622, atom 14 (C): -1.970, atom 15 (C): 1.139, atom 16 (C): -1.139, atom 17 (N): 0.651, atom 18 (N): 0.231, atom 19 (C): 0.547, atom 20 (C): -0.514, atom 21 (C): -1.922, atom 22 (C): 1.192, atom 23 (C): -1.374, atom 24 (H): 0.309, atom 25 (H): 0.310, atom 26 (H): -0.226, atom 27 (H): 0.392, atom 28 (H): 0.362, atom 29 (H): 0.172, atom 30 (H): 0.248, atom 31 (H): -0.351, atom 32 (H): -0.414, atom 33 (H): 0.257, atom 34 (H): 0.553, atom 35 (H): 0.463, atom 36 (H): 0.346, atom 37 (H): 0.115, atom 38 (H): 0.099, atom 39 (H): -0.209, atom 40 (H): 0.305, atom 41 (H): 0.140, atom 42 (H): 0.419, atom 43 (H): 0.377, atom 44 (H): 0.228, atom 45 (H): 0.133, atom 46 (Br): -0.214, atom 47 (C): 0.094, atom 48 (C): -0.478, atom 49 (C): -0.076, atom 50 (C): 0.071, atom 51 (C): -0.294, atom 52 (C): -0.575, atom 53 (N): -0.408, atom 54 (N): -0.655, atom 55 (C): -0.305, atom 56 (C): -0.423, atom 57 (C): -0.889, atom 58 (C): 0.534, atom 59 (O): -0.317, atom 60 (C): -2.016, atom 61 (N): 1.737, atom 62 (C): -1.024, atom 63 (C): -1.111, atom 64 (C): -0.543, atom 65 (C): 1.995, atom 66 (H): 0.620, atom 67 (H): 0.417, atom 68 (H): 0.425, atom 69 (H): 0.416, atom 70 (H): 0.368, atom 71 (H): 0.363, atom 72 (H): 0.428, atom 73 (H): 0.459, atom 74 (H): 0.522, atom 75 (I): 0.342, atom 76 (I): -0.548, atom 77 (C): -0.903, atom 78 (N): 0.317, atom 79 (C): -0.575, atom 80 (C): -0.570, atom 81 (N): 0.366, atom 82 (C): -0.027, atom 83 (S): -0.406, atom 84 (H): 0.327, atom 85 (H): 0.195, atom 86 (H): 0.369, atom 87 (H): 0.501, atom 88 (H): 0.436, atom 89 (H): 0.109, atom 90 (O): -0.905, atom 91 (S): 0.352, atom 92 (N): -0.481, atom 93 (N): -0.634, atom 94 (C): 0.019, atom 95 (C): 0.481, atom 96 (C): -0.779, atom 97 (C): -0.706, atom 98 (C): -0.331, atom 99 (N): 0.464